Formula: C10H7LaN2O5
Source: the Open Molecules 2025 dataset
Level of theory: ωB97M-V/def2-TZVPD

Summary:
- E_HOMO (spin up / spin down): -0.518 / -0.561 hartree
- Frontier orbital gap (spin up / spin down): 0.188 / 0.235 Ha

```
! wB97M-V def2-TZVPD RIJCOSX def2/J DEFGRID3
* xyz 2 1
O 0.02310 3.25569 -4.37396
C 0.02595 2.55708 -3.45160
La 0.03778 0.68926 -1.47195
O 0.02071 3.79697 0.38012
C 0.02725 2.98256 -0.42846
C 0.03875 -0.63796 -3.44127
O -0.05494 -1.66379 -2.81703
C 2.31778 1.08561 -2.05507
O 3.45480 0.92487 -2.12243
C -2.24999 1.06103 -2.05664
O -3.38683 0.89678 -2.11590
H 0.15221 -0.07858 -4.48288
N -0.07830 -2.08822 3.97959
C -0.05158 -1.47393 2.78505
C 1.06417 -1.65452 1.92125
C 1.08660 -1.00531 0.73617
N 0.01762 -0.22138 0.45383
C -1.08397 -0.00253 1.20940
C -1.13796 -0.63897 2.40311
H 0.67689 -2.67941 4.30294
H -0.84982 -1.97203 4.62560
H 1.89822 -2.27989 2.18876
H 1.90274 -1.05127 -0.01642
H -1.85975 0.68432 0.80967
H -1.99143 -0.48638 3.03813
*
```

***

Formula: C20H50Br4N4O11
Source: the Open Molecules 2025 dataset
Level of theory: ωB97M-V/def2-TZVPD

Summary:
- E_HOMO: -0.349 hartree
- Frontier orbital gap: 0.336 Ha
- SMILES: C[N+](=O)[O-].C[N+](=O)[O-].C[N+](=O)[O-].C[N+](=O)[O-].BrCCBr.BrCCBr.CCOCC.CCOCC.CCOCC

```
! wB97M-V def2-TZVPD RIJCOSX def2/J DEFGRID3
* xyz 0 1
C 12.34671 -6.62271 16.78299
N 12.65748 -7.31019 15.51161
O 13.31139 -8.33414 15.55842
O 12.18778 -6.84518 14.50447
H 12.71546 -5.60231 16.77997
H 12.79384 -7.18325 17.59373
H 11.26126 -6.61579 16.87328
C 8.74746 -8.63741 7.06997
N 9.36013 -9.99234 6.97494
O 9.64001 -10.43687 5.88791
O 9.51278 -10.58083 8.02472
H 7.84890 -8.77143 7.66445
H 8.54693 -8.29887 6.05866
H 9.45422 -7.95603 7.53097
C 12.47802 -8.12515 10.79007
N 10.99621 -8.38017 10.80390
O 10.53860 -8.83840 11.81980
O 10.34045 -8.08572 9.84500
H 12.89030 -9.12058 10.63644
H 12.71152 -7.70311 11.75695
H 12.64211 -7.50267 9.91877
C 12.88193 -10.76870 13.68525
N 14.23012 -10.85959 13.07577
O 14.87151 -9.84276 12.96776
O 14.63397 -11.93862 12.74237
H 12.81648 -9.77155 14.10049
H 12.80619 -11.55139 14.43116
H 12.15501 -10.92133 12.89390
Br 8.76167 -5.13102 8.51613
C 8.38709 -5.26908 10.42659
C 7.05292 -4.64566 10.70081
Br 6.73333 -4.89453 12.63327
H 9.21555 -4.81278 10.95795
H 8.38049 -6.32825 10.65578
H 6.25566 -5.18827 10.20849
H 6.98150 -3.57724 10.55396
Br 8.85166 -10.49313 14.64000
C 9.12363 -8.68302 15.36376
C 8.73502 -7.59405 14.39371
Br 8.96354 -5.82588 15.20522
H 10.14168 -8.57701 15.71771
H 8.43332 -8.64631 16.20493
H 7.73247 -7.66545 13.99401
H 9.43539 -7.60484 13.55682
C 6.92402 -13.20326 8.57982
C 6.82361 -12.29405 9.77659
O 6.68323 -10.96084 9.31373
C 6.35027 -10.03045 10.30553
C 7.55370 -9.62788 11.14895
H 7.89586 -13.05523 8.10350
H 6.84392 -14.25838 8.83259
H 6.17242 -12.95913 7.82823
H 5.97113 -12.52580 10.43202
H 7.71785 -12.39151 10.40788
H 5.98176 -9.15529 9.75950
H 5.49037 -10.36259 10.89799
H 8.40108 -9.47704 10.48234
H 7.72600 -10.42123 11.87620
H 7.36421 -8.72069 11.72127
C 13.24480 -7.04119 6.65910
C 13.77430 -8.44904 6.90307
O 14.33740 -8.91457 5.70208
C 14.84514 -10.22865 5.84063
C 15.30365 -10.73163 4.48544
H 14.10291 -6.38531 6.51099
H 12.59278 -6.94421 5.79145
H 12.63871 -6.70279 7.50483
H 14.53206 -8.39570 7.69540
H 12.94813 -9.07689 7.26173
H 15.68735 -10.23636 6.54755
H 14.09965 -10.91923 6.25505
H 14.46804 -11.11178 3.89596
H 16.00665 -11.55550 4.62349
H 15.78402 -9.94563 3.90463
C 16.17177 -7.78591 10.49546
C 17.30696 -8.17458 11.42001
O 18.27480 -8.76831 10.55902
C 19.39807 -9.26432 11.25381
C 20.35994 -9.79562 10.18785
H 15.74322 -8.66960 10.01609
H 15.35340 -7.23097 10.95791
H 16.55026 -7.20586 9.65262
H 17.75489 -7.30137 11.90570
H 16.98181 -8.87235 12.19583
H 19.89445 -8.46852 11.82125
H 19.16599 -10.09661 11.92749
H 21.36419 -10.01793 10.54959
H 20.43099 -9.06468 9.38216
H 19.96262 -10.71330 9.75098
*
```

***

Formula: C28H35N3OSc
Source: the Open Molecules 2025 dataset
Level of theory: ωB97M-V/def2-TZVPD

Summary:
- E_HOMO (spin up / spin down): -0.062 / -0.062 hartree
- Frontier orbital gap (spin up / spin down): 0.144 / 0.144 Ha

```
! wB97M-V def2-TZVPD RIJCOSX def2/J DEFGRID3
* xyz -1 1
Sc -0.38979 0.39413 -0.55834
N -1.37834 1.82721 4.73089
N -1.82179 2.19172 -1.62059
C 0.65400 -1.66883 -0.79000
C -0.54229 -1.90972 -0.03007
C -0.23846 -1.70655 1.36854
C -1.12012 -1.91963 2.47207
H -2.11594 -2.28047 2.21916
H -1.41326 -0.54987 3.30484
H -0.67661 -2.38589 3.34948
C 1.07415 -1.14193 1.42738
C 1.72786 -0.59939 2.64464
H 1.95489 -1.38880 3.37505
H 1.07607 0.12769 3.15091
H 2.67015 -0.09128 2.40823
C 1.64915 -1.18387 0.13363
C 3.09473 -0.98366 -0.16845
H 3.52359 -0.21081 0.48247
H 3.24215 -0.68023 -1.21224
H 3.69130 -1.90109 -0.00904
C -1.85685 -2.32563 -0.56744
H -1.93078 -3.42008 -0.65589
H -2.04369 -1.90633 -1.56954
H -2.66418 -2.01383 0.10620
C 0.87596 -2.03756 -2.21593
H 1.73807 -1.49987 -2.63323
H -0.01145 -1.81316 -2.82402
H 1.07678 -3.11908 -2.32300
C -0.72675 2.90450 5.12074
H -0.38916 2.93672 6.14374
C -0.48437 4.01196 4.25924
H -0.02542 4.91943 4.62946
C -0.84242 3.90628 2.90804
H -0.83400 4.78032 2.21028
C -1.36418 2.69521 2.46300
H -1.70634 2.52809 1.42750
C -1.72600 1.64540 3.41497
C -2.07341 0.35268 3.02265
H -2.61172 0.22642 2.06866
C -0.94454 1.60465 -2.43402
C -3.08462 2.18184 -2.19543
H -3.97047 2.25438 -1.55784
C -2.96372 1.83896 -3.48351
H -3.71699 1.85398 -4.25744
N -1.60866 1.44603 -3.62205
C -1.01581 0.71324 -4.64490
C -1.72019 -0.33490 -5.29334
C -1.01722 -1.09475 -6.22356
H -1.53482 -1.87405 -6.78206
C 0.34280 -0.87647 -6.44211
C 1.02813 -1.53446 -7.59444
H 2.08309 -1.70531 -7.38521
H 0.96899 -0.89960 -8.48387
H 0.54701 -2.48151 -7.83761
C 1.05352 -0.01390 -5.61581
H 2.12830 0.05439 -5.67250
C 0.39877 0.79576 -4.69824
C 1.16436 1.59924 -3.71648
H 0.60257 2.41939 -3.20120
H 2.03574 2.04419 -4.21648
H 1.59028 0.94514 -2.92292
C -3.08129 -0.75232 -4.82600
H -3.79707 0.07714 -4.77425
H -3.03789 -1.23926 -3.83116
H -3.49866 -1.48671 -5.52649
O 0.87840 1.82602 0.39337
H 1.71383 2.16113 0.05259
H 0.72990 2.21404 1.29727
*
```

***

Formula: C36H55ClN5O2SbSi3Ti
Source: the Open Molecules 2025 dataset
Level of theory: ωB97M-V/def2-TZVPD

Summary:
- E_HOMO (spin up / spin down): -0.200 / -0.202 hartree
- Frontier orbital gap (spin up / spin down): 0.174 / 0.171 Ha

```
! wB97M-V def2-TZVPD RIJCOSX def2/J DEFGRID3
* xyz 0 1
Ti 0.29791 -0.07729 0.49980
C 3.59964 1.71504 -2.39192
Sb 2.22453 2.37405 -0.84709
C 2.43641 0.58535 0.34061
C 2.69809 -0.52962 -0.55465
C 3.91184 -1.21324 -0.76054
C 3.95156 -2.23149 -1.68415
C 2.79109 -2.59356 -2.37330
C 1.62289 -1.93194 -2.07271
N 1.57734 -0.93054 -1.18792
Si 3.52038 0.91266 1.81793
C 3.79425 -0.64402 2.83905
C 5.21945 1.57261 1.33658
C 2.74420 2.21647 2.91776
C -1.58838 1.83492 -1.71626
C -2.20437 1.32196 -0.57175
C -3.24176 2.04867 0.12577
C -3.91039 1.53096 1.18306
C -3.57796 0.24147 1.66425
C -2.54746 -0.39465 1.05289
N -1.82861 0.10086 -0.00236
Si -1.63156 3.68137 -1.96673
C -0.39725 4.23470 -3.27969
C -3.29898 4.40096 -2.50014
C -1.13598 4.62077 -0.40500
Si -1.33227 0.85451 -3.26345
C -1.88325 -0.94168 -3.14318
C 0.39441 0.82850 -4.00852
C -2.46607 1.54450 -4.61223
H 4.56917 1.49723 -1.94059
H 3.71800 2.51810 -3.11976
H 3.23943 0.82631 -2.90852
H 4.79674 -0.90992 -0.21997
H 4.88337 -2.74638 -1.88476
H 2.79621 -3.37997 -3.11447
H 0.68920 -2.20855 -2.54318
H 4.14543 -1.47158 2.21608
H 2.86973 -0.95590 3.32982
H 4.54995 -0.46935 3.60850
H 5.77466 0.92238 0.65799
H 5.82548 1.70152 2.23782
H 5.12707 2.54967 0.85455
H 1.87425 1.82820 3.44899
H 2.43977 3.08709 2.33053
H 3.46040 2.55878 3.66850
H -3.53991 3.00789 -0.27083
H -4.71175 2.09567 1.64532
H -4.08704 -0.20841 2.50428
H -2.20377 -1.35055 1.43380
H -0.64749 3.89707 -4.28577
H 0.61126 3.88898 -3.04674
H -0.37888 5.32795 -3.29613
H -3.77435 3.79633 -3.27311
H -3.14838 5.40574 -2.90531
H -4.00347 4.48879 -1.67002
H -0.08800 4.43500 -0.16336
H -1.74222 4.34583 0.46077
H -1.26048 5.69459 -0.56950
H -1.25592 -1.51934 -2.47326
H -1.82871 -1.40299 -4.13332
H -2.91752 -1.01068 -2.79321
H 1.10863 0.35916 -3.33374
H 0.75911 1.83027 -4.23457
H 0.38183 0.25959 -4.94325
H -3.50765 1.52358 -4.28168
H -2.38546 0.92607 -5.51118
H -2.23136 2.57044 -4.89854
Cl -2.42405 2.45840 6.94263
C -1.66812 1.65481 5.59929
C -1.32158 0.30157 5.71113
C -0.72647 -0.36120 4.66688
C -0.45588 0.29479 3.44531
O 0.08743 -0.36052 2.46568
C -0.80655 1.66169 3.36116
C -0.51595 2.39842 2.16629
O -0.07651 1.92131 1.12504
C -1.40378 2.33131 4.44083
H -1.52956 -0.21941 6.63669
H -0.45933 -1.40629 4.75555
H -0.69474 3.48434 2.19258
H -1.65464 3.38072 4.34246
C -2.50640 -5.14000 -0.88698
C -2.91141 -3.68244 -0.81721
N -1.74071 -2.88458 -0.52515
C -0.72152 -3.26347 0.28405
N 0.14530 -2.35751 0.63983
C 1.24009 -2.80129 1.49870
C 1.69310 -4.20579 1.15209
C 0.50843 -5.13135 1.31444
N -0.64383 -4.58937 0.61072
C -1.76190 -5.49481 0.38609
H -1.85566 -5.30149 -1.74905
H -3.38534 -5.77577 -0.99503
H -3.68682 -3.54474 -0.05282
H -3.32189 -3.34076 -1.76754
H -1.80662 -1.88339 -0.66114
H 0.93484 -2.75124 2.54950
H 2.06880 -2.10481 1.39240
H 2.50760 -4.52303 1.80474
H 2.05150 -4.23208 0.11963
H 0.27783 -5.27359 2.37739
H 0.72134 -6.11676 0.89198
H -2.44971 -5.47810 1.24134
H -1.35435 -6.50457 0.32222
*
```

***

Formula: C39H51Cl5FN4OSSi2V
Source: the Open Molecules 2025 dataset
Level of theory: ωB97M-V/def2-TZVPD

Summary:
- E_HOMO (spin up / spin down): -0.278 / -0.288 hartree
- Frontier orbital gap (spin up / spin down): 0.282 / 0.303 Ha

```
! wB97M-V def2-TZVPD RIJCOSX def2/J DEFGRID3
* xyz 0 3
V 0.49447 1.33679 1.17186
C -1.52887 1.71694 5.18445
Si -0.50622 0.56415 4.17738
C -1.35334 -0.66106 3.12561
C 0.41161 -0.42400 5.44591
N 0.58616 1.45591 3.10441
C 1.38797 2.48583 3.56102
C 1.92193 2.56537 4.85628
C 2.88960 3.52878 5.19611
C 3.30886 4.47753 4.27892
C 2.80933 4.35051 2.97860
C 1.89116 3.42196 2.64530
O 1.54622 3.12458 1.32564
C 2.03177 3.87796 0.20029
C 1.39928 5.11926 -0.00672
C 1.96074 5.92729 -1.00717
C 2.95548 5.40815 -1.88148
C 3.45616 4.16375 -1.65500
C 3.08733 3.38223 -0.56077
H -2.40760 2.11920 4.66622
H -0.89572 2.56118 5.50853
H -1.93236 1.12800 6.00775
H -1.88382 -1.43187 3.70336
H -0.57207 -1.19200 2.65214
H -1.97762 -0.16352 2.39027
H 0.67262 0.17801 6.32868
H 1.36673 -0.71457 4.94856
H 0.02941 -1.38535 5.80331
H 1.65217 1.82067 5.58260
H 3.29116 3.59616 6.17994
H 4.13932 5.14764 4.39165
H 3.17718 5.03171 2.17553
H 0.66021 5.44170 0.67448
H 1.67393 6.98202 -1.06560
H 3.37273 5.97544 -2.70841
H 4.23705 3.77413 -2.33674
H 3.57632 2.46180 -0.30745
C 2.27077 -2.03939 2.34261
Si 3.03888 -0.73251 1.25085
C 3.85023 0.63014 2.24763
C 4.50889 -1.56480 0.51618
N 1.84981 0.12927 0.24607
C 1.83152 0.01392 -1.12063
C 2.33565 -1.03545 -1.89673
C 2.12917 -1.07607 -3.28192
C 1.39974 -0.07458 -3.92782
C 0.91635 1.00919 -3.20828
C 1.09259 0.95137 -1.85227
F 0.56870 1.91780 -1.01152
H 2.36861 -3.03016 1.89920
H 1.19629 -1.97395 2.54248
H 2.88412 -1.98225 3.24924
H 4.39506 0.22919 3.14658
H 3.16816 1.38939 2.57767
H 4.58944 1.09876 1.53966
H 4.98786 -1.92171 1.40584
H 5.18332 -0.86530 0.07896
H 4.30136 -2.40912 -0.13280
H 2.82096 -1.87760 -1.39633
H 2.61253 -1.78814 -3.92435
H 1.19706 -0.07081 -4.98499
H 0.29507 1.78037 -3.61572
Cl -1.47581 -0.43948 -0.76708
C -2.02836 1.18881 -0.49097
C -1.46227 1.95092 0.50283
C -2.03984 3.18176 0.79317
Cl -1.61000 4.10201 2.16040
C -3.02383 3.75134 0.02233
Cl -3.68943 5.29707 0.25306
C -3.56101 2.96096 -1.00358
Cl -4.77400 3.57062 -2.04974
C -3.05508 1.71513 -1.26955
Cl -3.77521 0.80769 -2.52456
C -5.91476 -2.94318 -1.14629
C -4.86406 -2.34102 -0.20354
C -3.84244 -3.42070 0.32733
C -3.40210 -4.45353 -0.68299
N -2.59479 -3.87758 -1.77260
C -1.31845 -3.43675 -1.62557
S -0.30954 -3.80955 -0.33007
N -0.86834 -2.68578 -2.64147
C -1.47675 -2.27995 -3.91501
C -0.87232 -2.97508 -5.09949
C -1.19533 -4.43292 -5.02493
C -0.56455 -5.14981 -6.22513
H -6.70408 -2.20032 -1.34323
H -6.42443 -3.82525 -0.80554
H -5.53861 -3.23474 -2.10384
H -5.47080 -1.93698 0.61894
H -4.43988 -1.45902 -0.68926
H -4.33901 -4.02424 1.12777
H -2.97638 -2.87753 0.72422
H -4.20233 -4.99614 -1.18060
H -2.71339 -5.14121 -0.16367
H -3.12877 -3.61076 -2.56395
H 0.07921 -2.44265 -2.54527
H -1.21340 -1.24587 -4.05500
H -2.57802 -2.35724 -3.89924
H 0.17362 -2.76495 -5.08472
H -1.25127 -2.58219 -6.02317
H -2.28528 -4.50947 -5.06276
H -0.77788 -4.90803 -4.07357
H -0.86567 -4.64697 -7.17228
H -0.87214 -6.24674 -6.24901
H 0.52532 -5.13050 -6.16746
*
```